[1]
Below is a structure of composition C3H8BErNO2 in a non-equilibrium geometry, with properties calculated with ωB97M-V/def2-TZVPD.

```
16
Properties=species:S:1:pos:R:3:forces:R:3
N -2.566 -0.021 0.740 -0.5 0.6 -1.4
B -1.657 -0.757 -0.171 0.3 -0.5 0.6
C -0.140 -1.076 0.030 0.3 0.9 -0.4
C 0.851 -0.045 0.682 0.1 0.1 0.4
C 2.001 0.483 -0.180 -0.1 -0.6 1.8
O 2.947 -0.175 -0.460 -0.2 0.2 -1.4
O 1.988 1.836 -0.651 -1.1 -0.4 1.1
H -3.583 -0.190 0.686 0.0 -0.6 0.7
H -2.449 0.989 0.896 0.2 0.0 0.3
H -2.251 -1.186 -1.126 -0.1 0.3 0.0
H 0.281 -1.414 -0.918 -0.1 -0.5 0.0
H -0.171 -1.959 0.685 0.1 -0.2 -0.1
H 0.324 0.755 1.200 0.1 0.1 0.1
H 1.440 -0.608 1.413 -0.2 0.2 0.3
H 1.320 2.313 -0.120 0.4 0.5 0.0
Er 1.666 1.055 -2.706 0.9 -0.2 -2.1
```
Forces are in eV/Å.

Its charge is +3. As for the spin multiplicity: 4. The HOMO energy (spin up / spin down) comes out at -23.0 / -21.0 eV.

[2]
Below is a structure of composition C3H8BIN2O2 in a non-equilibrium geometry, with properties calculated with ωB97M-V/def2-TZVPD.

```
17
Properties=species:S:1:pos:R:3:forces:R:3
C 1.954 -0.398 0.456 -0.6 0.2 -1.1
C 0.995 0.738 -0.262 -2.3 -1.0 1.7
B -0.374 -0.073 -0.673 4.9 1.6 -3.9
O -0.371 -0.634 -2.033 -0.7 -1.0 4.1
N -1.560 -0.289 0.266 -0.9 -2.5 1.5
N -2.445 0.810 0.367 -4.4 1.2 4.2
C -3.172 0.691 1.486 1.4 -1.3 4.0
O -3.557 0.495 2.671 2.0 1.7 -8.4
H 2.535 -0.889 -0.418 -0.6 1.0 1.6
H 2.626 0.133 1.219 -1.0 -1.2 -1.2
H 1.297 -1.229 0.911 1.2 1.1 -0.1
H 0.758 1.589 0.474 0.5 -1.1 -0.9
H 1.596 1.082 -1.220 -1.3 -0.3 1.5
H -0.029 -1.563 -1.886 -0.4 1.2 -0.9
H -2.131 -1.118 -0.034 0.7 0.5 0.1
H -1.205 -0.483 1.234 0.2 -0.1 -1.1
I 3.082 1.138 -2.560 1.2 0.1 -1.3
```
Forces are in eV/Å.

Its charge is 0. As for the spin multiplicity: 1. The HOMO energy comes out at -6.3 eV.

[3]
Below is the molecule C3H8BIS in a non-equilibrium geometry, with properties calculated with ωB97M-V/def2-TZVPD.

```
14
Properties=species:S:1:pos:R:3:forces:R:3
B -0.130 0.204 0.365 0.2 -0.3 -1.3
C 0.915 -0.613 1.162 -3.2 -0.1 1.8
C -1.397 0.880 1.054 2.6 -1.7 2.3
C 0.120 0.187 -1.342 -1.8 0.2 2.7
S 0.918 -1.396 -1.690 -0.8 0.1 -0.9
I 0.961 -1.001 -4.041 0.2 -0.4 -0.2
H 1.301 -1.487 0.773 0.2 -2.3 -1.1
H 0.533 -0.822 2.182 0.5 0.1 -0.4
H 1.792 -0.103 1.213 2.7 2.2 0.6
H -1.776 1.448 0.314 -2.3 2.1 -1.9
H -1.369 1.348 2.075 0.6 0.1 -1.2
H -1.975 0.011 1.334 -0.8 -0.6 -0.6
H -0.836 0.502 -1.896 1.6 -0.9 0.4
H 0.945 0.842 -1.503 0.2 1.2 -0.3
```
Forces are in eV/Å.

Its charge is 0. As for the spin multiplicity: 1. The HOMO energy comes out at -8.6 eV.

[4]
Below is the molecule C3H8BNO in a non-equilibrium geometry, with properties calculated with ωB97M-V/def2-TZVPD.

```
14
Properties=species:S:1:pos:R:3:forces:R:3
B 0.453 -0.953 -0.223 1.4 1.7 1.1
C -0.331 0.509 0.102 1.2 -1.1 -1.7
C -1.721 0.126 0.462 -2.9 -0.7 3.3
C 2.006 -0.658 -0.019 -1.0 2.7 1.2
N -2.500 -0.768 -0.226 1.1 -0.8 -0.6
O -0.106 -2.012 -0.501 -2.3 -1.4 -0.5
H 0.074 0.970 0.935 0.9 1.0 1.8
H 0.095 1.086 -0.744 -1.4 0.0 -0.1
H -1.824 -0.145 1.662 0.9 1.2 -2.8
H -2.214 1.164 0.262 0.4 -1.1 0.2
H 2.574 -1.114 -0.734 1.5 -1.2 -2.2
H 2.386 -1.001 0.924 -0.1 -0.2 0.7
H 2.167 0.455 -0.063 0.2 -1.1 0.0
H -2.775 -1.573 0.387 0.2 1.1 -0.5
```
Forces are in eV/Å.

Its charge is 0. As for the spin multiplicity: 1. The HOMO energy (spin up / spin down) comes out at -9.0 / -9.0 eV.

[5]
Below is a cluster of 2 separate species, C3H8BNO in total in a non-equilibrium geometry, with properties calculated with ωB97M-V/def2-TZVPD.

```
14
Properties=species:S:1:pos:R:3:forces:R:3
B 2.053 -1.499 -1.248 0.8 -1.7 0.5
C -0.539 0.789 1.484 -0.3 0.0 -4.0
C -1.546 0.239 0.446 -0.4 0.4 -0.8
C 0.009 1.880 0.688 1.0 2.2 0.4
N -1.089 0.449 -0.905 0.1 0.1 0.6
O -0.132 1.794 -0.526 -0.1 0.0 0.1
H 1.186 -2.150 -0.623 0.9 1.1 -0.4
H 3.243 -1.458 -0.952 -1.0 0.1 0.4
H -0.964 0.939 2.389 -1.1 1.0 2.8
H 0.378 0.276 1.605 1.0 -1.5 0.2
H -1.714 -0.781 0.664 -0.4 -1.2 0.0
H -2.471 0.836 0.448 0.1 -0.4 0.8
H 1.892 -1.162 -2.347 -0.6 0.5 -0.5
H -0.306 -0.151 -1.123 0.2 -0.6 -0.1
```
Forces are in eV/Å.

Its charge is 0. As for the spin multiplicity: 1. The HOMO energy comes out at -8.5 eV.

[6]
Below is a structure of composition C3H8Br2In, with properties calculated with ωB97M-V/def2-TZVPD.

```
14
Properties=species:S:1:pos:R:3:forces:R:3
C -0.330 1.615 0.494 0.0 0.0 0.0
C -0.793 0.551 -0.484 0.2 0.1 0.0
Br -2.734 0.971 -0.974 -0.1 0.1 0.0
C -0.576 -0.851 -0.071 -0.3 -0.1 0.1
Br -1.362 -1.204 1.710 0.0 0.0 0.0
In 1.627 -1.392 -0.148 0.1 0.0 0.0
H -1.084 1.805 1.257 0.0 -0.1 0.0
H -0.102 2.549 -0.019 -0.1 0.0 0.0
H 0.573 1.255 0.993 0.0 0.0 0.0
H -0.333 0.689 -1.460 0.0 -0.1 0.0
H -1.117 -1.542 -0.714 0.1 0.0 0.0
H 1.699 -3.136 -0.030 0.0 -0.1 0.0
H 2.118 -0.769 -1.726 0.0 0.0 -0.1
H 2.414 -0.541 1.172 0.0 0.0 0.0
```
Forces are in eV/Å.

Its charge is -1. As for the spin multiplicity: 1. The HOMO energy comes out at -4.9 eV.

[7]
Below is a structure of composition C3H8Br2N in a non-equilibrium geometry, with properties calculated with ωB97M-V/def2-TZVPD.

```
14
Properties=species:S:1:pos:R:3:forces:R:3
C 1.534 1.361 -0.104 -1.3 0.2 0.1
C 1.736 -1.033 -0.359 0.2 -1.8 -0.6
C -2.774 -0.024 0.506 -1.4 -0.9 2.0
N 1.049 0.175 -0.152 -0.4 2.4 -0.3
Br -2.078 1.745 0.107 0.3 -0.4 0.5
Br -1.914 -1.433 -0.466 0.1 -0.1 -0.3
H 2.571 1.663 -0.105 0.3 -0.6 -0.2
H 0.772 2.156 -0.052 0.5 -0.4 0.2
H -2.779 -0.436 1.628 0.2 1.8 -2.4
H 1.682 -1.657 0.455 -0.1 -0.8 3.1
H 1.228 -1.784 -0.950 -0.3 0.8 -1.4
H 2.782 -1.008 -0.549 0.6 0.8 -0.7
H -3.812 0.087 0.150 0.6 -0.5 0.3
H 0.004 0.189 -0.110 0.7 -0.6 -0.2
```
Forces are in eV/Å.

Its charge is +1. As for the spin multiplicity: 1. The HOMO energy comes out at -14.3 eV.

[8]
Below is a cluster of 2 separate species, C3H8Br2Si in total in a non-equilibrium geometry, with properties calculated with ωB97M-V/def2-TZVPD.

```
14
Properties=species:S:1:pos:R:3:forces:R:3
C -1.529 -0.306 -0.094 -2.5 -0.6 0.4
C 0.542 0.322 1.259 2.8 -1.0 -0.9
C -0.016 -0.201 -0.140 -0.2 -0.9 -0.6
Si 0.285 0.939 -1.652 1.7 0.1 1.9
Br 4.587 -2.589 1.097 0.0 0.0 0.0
Br -1.093 2.611 -1.981 -0.5 0.0 -0.2
H -2.120 -0.440 -1.041 1.1 0.3 0.3
H -1.864 -1.223 0.440 0.3 0.7 0.3
H -1.991 0.578 0.382 0.2 -0.4 -0.1
H -0.213 0.474 1.967 -1.5 -0.2 0.9
H 1.061 1.314 1.235 -0.3 -0.8 -0.6
H 1.327 -0.381 1.747 -1.4 0.9 -1.0
H 0.239 -1.301 -0.461 0.5 2.2 0.8
H 0.786 0.202 -2.760 -0.2 -0.5 -1.2
```
Forces are in eV/Å.

Its charge is 0. As for the spin multiplicity: 1. The HOMO energy (spin up / spin down) comes out at -10.2 / -6.9 eV.

[9]
Below is a cluster of 2 separate species, C3H8BrO3P in total in a non-equilibrium geometry, with properties calculated with ωB97M-V/def2-TZVPD.

```
16
Properties=species:S:1:pos:R:3:forces:R:3
C -0.438 -1.383 -1.685 -0.2 -0.5 -0.4
C 0.709 2.304 0.095 -1.8 2.2 -1.2
C 0.582 -1.429 1.771 -2.7 -0.1 0.8
O -2.661 0.891 0.649 1.0 -0.4 -0.4
O -1.482 -0.626 -1.120 -1.0 0.8 1.2
O -0.088 1.219 -0.314 -1.9 -1.6 -0.2
P -1.390 0.257 0.234 2.4 0.9 -0.7
Br 2.173 -0.709 1.268 0.5 -0.2 -0.2
H -0.635 -2.440 -1.460 -0.2 0.1 -0.8
H 0.506 -1.217 -1.239 1.1 0.7 0.6
H -0.374 -1.076 -2.742 -0.1 -0.7 0.4
H 1.356 2.582 -0.731 0.4 -0.7 -0.3
H 1.305 1.996 0.915 0.3 0.5 1.2
H 0.101 3.302 0.106 0.8 -1.8 1.1
H 0.225 -1.316 2.791 0.6 0.9 0.0
H 0.108 -2.356 1.465 0.9 -0.1 -1.1
```
Forces are in eV/Å.

Its charge is 0. As for the spin multiplicity: 1. The HOMO energy (spin up / spin down) comes out at -8.7 / -8.8 eV.

[10]
Below is a cluster of 2 separate species, C3H8Cl2N in total in a non-equilibrium geometry, with properties calculated with ωB97M-V/def2-TZVPD.

```
14
Properties=species:S:1:pos:R:3:forces:R:3
C 0.057 0.557 -1.168 -2.6 1.6 -1.3
C 0.784 0.087 1.119 0.7 -1.5 0.0
C -1.568 1.733 2.139 1.3 1.3 0.0
N 0.032 -0.314 -0.064 -0.6 -3.1 3.9
Cl -2.597 0.712 1.284 -0.1 -0.6 0.6
Cl -1.154 3.170 1.327 -0.1 0.3 -0.2
H -0.680 0.053 -1.829 0.3 1.2 -0.2
H -0.251 1.581 -0.805 0.2 -1.1 -0.8
H 0.993 0.567 -1.632 1.5 0.1 -0.6
H 0.911 1.106 1.242 0.3 1.8 0.0
H 1.207 -0.615 1.836 -0.4 -0.1 -0.6
H -0.902 1.660 3.013 -1.2 -1.2 -0.2
H -0.952 -0.304 0.404 0.8 -0.3 -1.4
H 0.226 -1.314 -0.380 -0.2 1.4 0.8
```
Forces are in eV/Å.

Its charge is +1. As for the spin multiplicity: 1. The HOMO energy (spin up / spin down) comes out at -12.5 / -14.2 eV.

[11]
Below is a structure of composition C3H8Cl3FInOS, with properties calculated with ωB97M-V/def2-TZVPD.

```
18
Properties=species:S:1:pos:R:3:forces:R:3
O 1.077 -0.700 0.415 0.1 -0.1 0.2
In 1.165 0.738 -1.071 0.0 0.1 -0.3
S 1.293 2.940 0.132 -0.1 0.1 0.1
C -0.783 0.711 -2.099 -0.1 0.2 0.0
C -1.944 1.168 -1.232 -0.2 0.1 0.1
F -2.975 0.188 -1.192 0.1 0.1 -0.1
H 0.260 -1.190 0.292 0.0 0.0 0.0
H 2.569 0.534 -2.088 0.1 -0.1 0.0
H 0.429 3.582 -0.673 0.0 -0.1 0.0
H -0.690 1.377 -2.964 -0.1 -0.2 0.0
H -1.018 -0.289 -2.479 0.1 0.1 0.1
H -1.689 1.358 -0.183 0.0 -0.1 -0.1
H -2.423 2.076 -1.620 0.1 -0.1 0.0
C 0.991 -2.415 2.901 0.3 0.2 -0.1
Cl -0.712 -2.396 2.498 -0.3 -0.2 0.1
Cl 1.245 -2.183 4.640 0.0 0.0 0.0
Cl 1.762 -3.913 2.363 0.0 0.0 0.0
H 1.443 -1.586 2.359 0.0 0.0 -0.1
```
Forces are in eV/Å.

Its charge is -1. As for the spin multiplicity: 1. The HOMO energy comes out at -4.9 eV.

[12]
Below is the ion C3H8ClN3 with charge +2 in a non-equilibrium geometry, with properties calculated with ωB97M-V/def2-TZVPD.

```
15
Properties=species:S:1:pos:R:3:forces:R:3
C 1.485 0.593 0.261 2.7 1.7 1.9
C -0.789 -0.423 0.189 -1.3 5.6 5.7
C -2.125 -0.149 1.026 -0.7 0.0 -2.7
N 2.286 1.529 0.800 1.0 -4.8 -3.4
N -0.771 -1.344 -0.588 1.5 -5.5 -5.4
N 0.201 0.551 0.448 -2.9 0.4 0.4
Cl -3.074 0.725 -0.348 0.6 -0.5 1.0
H 1.872 -0.292 -0.175 1.2 -0.4 -0.6
H -2.199 0.580 1.871 0.8 -1.1 -0.5
H -2.675 -1.117 1.132 0.6 0.9 0.5
H 3.302 1.478 0.602 -0.7 -0.4 0.0
H 2.100 2.373 1.196 -1.7 2.9 1.5
H -1.603 -1.934 -0.683 0.1 0.1 0.2
H -0.032 -1.631 -1.314 -1.1 0.9 1.4
H -0.224 1.308 0.973 0.1 0.2 0.0
```
Forces are in eV/Å.

Its charge is +2. As for the spin multiplicity: 1. The HOMO energy comes out at -19.1 eV.